Entry 1:
{"formula": "C4H11N3", "method": "ωB97M-V with the def2-TZVPD basis set", "species": ["C", "C", "C", "C", "N", "N", "N", "H", "H", "H", "H", "H", "H", "H", "H", "H", "H", "H"], "positions_angstrom": [[0.16506, 0.44612, 1.87028], [-0.98711, 0.50574, 0.79450], [-0.37685, 0.27225, -0.62571], [0.87968, 0.27890, -1.12524], [1.01806, -0.41270, -2.37609], [-1.49461, 0.03000, -1.44587], [0.41024, -0.99245, 2.12208], [-0.28646, 0.87147, 2.77324], [1.00259, 1.05038, 1.46683], [-1.74304, -0.17684, 1.21307], [-1.51096, 1.48265, 0.84711], [1.84992, 0.47745, -0.68585], [1.55110, 0.15764, -3.03201], [1.48340, -1.33099, -2.27096], [-1.39133, -0.70664, -2.11705], [-2.27017, 0.64533, -1.32251], [1.21950, -1.16206, 2.69875], [0.48099, -1.43624, 1.21543]], "homo_ev": -7.99, "largest_force_ev_per_a": 3.0, "energy_ev": -8795.0133, "lumo_energy_ev": 1.0, "charge": 0, "homo_lumo_gap_ev": 9.0}


Entry 2:
{"formula": "C4H11N3", "method": "ωB97M-V with the def2-TZVPD basis set", "species": ["C", "C", "C", "C", "N", "N", "N", "H", "H", "H", "H", "H", "H", "H", "H", "H", "H", "H"], "positions_angstrom": [[1.88612, -0.49448, -0.85280], [0.93077, 1.56851, 0.26553], [1.20593, -0.90638, 0.44774], [-2.11358, 0.34465, -0.47876], [1.50312, 0.47151, 0.05192], [-0.28674, -1.17017, 0.42819], [-1.11696, 0.17879, 0.53476], [2.98552, -0.73696, -1.15946], [1.33761, -0.45231, -1.73262], [0.40932, 1.79947, 1.14047], [1.30472, 2.44706, -0.44099], [1.79217, -1.20122, 1.47111], [-2.90087, -0.44673, -0.29965], [-2.55523, 1.35559, -0.21746], [-1.69458, 0.34050, -1.55154], [-0.55097, -1.60729, -0.44776], [-0.56072, -1.59398, 1.36529], [-1.57565, 0.10343, 1.47603]], "homo_ev": -19.45, "largest_force_ev_per_a": 5.4, "energy_ev": -8773.6020, "lumo_energy_ev": -9.2, "charge": 2, "homo_lumo_gap_ev": 10.2}


Entry 3:
{"formula": "C4H11N3O", "method": "ωB97M-V with the def2-TZVPD basis set", "species": ["C", "N", "C", "N", "H", "H", "H", "H", "H", "H", "C", "N", "C", "O", "H", "H", "H", "H", "H"], "positions_angstrom": [[-1.17429, 1.13688, -1.68341], [-2.19028, 1.05172, -0.80803], [0.53661, 0.90585, -0.72494], [1.51312, 0.85749, -1.53411], [-2.04562, 0.14743, -0.19819], [-2.36099, 1.89578, -0.27324], [2.29356, 1.46097, -1.26761], [-1.04277, 0.27464, -2.32915], [-0.96803, 2.10497, -2.13132], [0.49242, 1.56609, 0.15822], [0.78413, -1.40011, 2.24726], [1.05189, -1.02281, 0.87343], [0.00600, -0.90263, -0.05038], [-1.18722, -0.89592, 0.40995], [1.94184, -1.29717, 0.48649], [0.20656, -1.41789, -1.00526], [0.51184, -2.45938, 2.35004], [-0.04103, -0.80489, 2.63190], [1.67224, -1.20101, 2.84835]], "homo_ev": -8.00, "largest_force_ev_per_a": 2.5, "energy_ev": -10840.5875, "lumo_energy_ev": -0.1, "charge": 0, "homo_lumo_gap_ev": 7.9}


Entry 4:
{"formula": "C4H11N3O", "method": "ωB97M-V with the def2-TZVPD basis set", "species": ["N", "C", "C", "N", "C", "C", "N", "O", "H", "H", "H", "H", "H", "H", "H", "H", "H", "H", "H"], "positions_angstrom": [[0.17461, 0.00427, 2.92000], [-0.26571, 1.12373, 2.17060], [-0.58226, 0.87190, 0.64433], [0.09969, -0.26360, 0.12171], [0.89540, -0.25802, -1.07414], [0.35723, -1.27109, -2.07919], [-0.40461, -0.72313, -3.07088], [0.53747, -2.46594, -2.01440], [-0.51006, -0.67898, 3.20774], [1.07690, -0.36527, 2.67747], [-1.13432, 1.60906, 2.62982], [0.52167, 1.87089, 2.12211], [-0.18193, 1.75343, 0.15323], [-1.66518, 0.90864, 0.44970], [-0.25390, -1.17457, 0.36883], [1.93131, -0.56618, -0.89700], [0.87439, 0.72603, -1.51201], [-0.83520, -1.35208, -3.72599], [-0.63549, 0.25093, -3.09193]], "homo_ev": -8.31, "largest_force_ev_per_a": 1.3, "energy_ev": -10843.9185, "lumo_energy_ev": 0.8, "charge": 0, "homo_lumo_gap_ev": 9.1}


Entry 5:
{"formula": "C4H11N3O", "method": "ωB97M-V with the def2-TZVPD basis set", "species": ["C", "N", "C", "N", "C", "N", "C", "O", "H", "H", "H", "H", "H", "H", "H", "H", "H", "H", "H"], "positions_angstrom": [[0.84671, -0.30703, 0.89287], [0.43333, 0.28446, -0.41174], [1.58927, 0.09924, -1.31213], [0.94232, -0.64555, -2.45009], [-0.40878, 0.00825, 1.73822], [-1.52002, -0.30977, 0.94332], [-2.41591, 0.63733, 0.46508], [-2.49860, 1.85295, 0.76737], [1.57240, 0.20435, 1.52439], [1.09023, -1.43773, 0.79171], [0.31700, 1.39877, -0.29330], [2.48891, -0.49783, -0.89786], [2.13831, 0.99477, -1.69925], [0.23139, -0.18955, -2.92632], [0.43311, -1.50310, -2.12157], [-0.40228, 1.15874, 2.00379], [-0.43861, -0.40481, 2.79567], [-1.42617, -1.29862, 0.50052], [-2.97262, -0.04489, -0.31069]], "homo_ev": -8.78, "largest_force_ev_per_a": 5.0, "energy_ev": -10841.7976, "lumo_energy_ev": 0.8, "charge": 0, "homo_lumo_gap_ev": 9.6}


Entry 6:
{"formula": "C4H11N3O", "method": "ωB97M-V with the def2-TZVPD basis set", "species": ["O", "C", "N", "C", "C", "N", "C", "N", "H", "H", "H", "H", "H", "H", "H", "H", "H", "H", "H"], "positions_angstrom": [[-0.33399, 2.10430, 0.17892], [0.23624, 1.09069, 0.53609], [1.58738, 1.13974, 0.77530], [2.53908, 0.10335, 1.12964], [-0.37383, -0.27787, 0.79728], [-1.66073, -0.47680, 0.19906], [-1.70179, -1.05935, -1.14612], [-1.62045, -0.18685, -2.27105], [2.08148, 1.99215, 0.56341], [3.23589, 0.45081, 1.89994], [3.04790, -0.27830, 0.24910], [2.08373, -0.73529, 1.66959], [-0.32741, -0.55027, 1.85817], [0.35503, -0.95719, 0.33785], [-2.25533, 0.33840, 0.31043], [-1.01680, -1.90130, -1.15761], [-2.66104, -1.59510, -1.18339], [-2.42337, 0.41730, -2.37385], [-0.79197, 0.38160, -2.37276]], "homo_ev": -8.52, "largest_force_ev_per_a": 1.7, "energy_ev": -10843.9713, "lumo_energy_ev": 0.8, "charge": 0, "homo_lumo_gap_ev": 9.3}


Entry 7:
{"formula": "C4H11N3O", "method": "ωB97M-V with the def2-TZVPD basis set", "species": ["N", "C", "C", "N", "C", "C", "N", "O", "H", "H", "H", "H", "H", "H", "H", "H", "H", "H", "H"], "positions_angstrom": [[-1.00955, 1.80293, 2.32575], [-0.27090, 1.35255, 1.14199], [0.25307, -0.10633, 1.34501], [0.02513, -1.03127, 0.25706], [1.04640, -1.22713, -0.74549], [0.69730, -0.99163, -2.20292], [-0.60017, -0.68618, -2.50271], [1.55376, -1.04743, -3.06107], [-0.84197, 2.79142, 2.48573], [-2.01104, 1.72489, 2.21052], [-0.81125, 1.35069, 0.19044], [0.60189, 1.99065, 1.13962], [-0.16880, -0.46419, 2.28952], [1.30704, -0.08758, 1.58967], [-0.95433, -1.17324, 0.07294], [1.46610, -2.22419, -0.65990], [1.87983, -0.56431, -0.55708], [-0.81983, -0.70620, -3.48737], [-1.34267, -0.70345, -1.83172]], "homo_ev": -8.52, "largest_force_ev_per_a": 1.3, "energy_ev": -10843.9124, "lumo_energy_ev": 0.8, "charge": 0, "homo_lumo_gap_ev": 9.3}


Entry 8:
{"formula": "C4H11N3O", "method": "ωB97M-V with the def2-TZVPD basis set", "species": ["C", "N", "C", "N", "H", "H", "H", "H", "H", "H", "N", "C", "C", "O", "H", "H", "H", "H", "H"], "positions_angstrom": [[1.99623, 0.02775, -1.12573], [0.17516, 1.82920, 1.28444], [0.33807, 1.04568, 0.18488], [1.37727, 0.18202, 0.18272], [0.66416, 1.51324, 2.11074], [-0.58968, 2.48797, 1.31265], [-0.05587, 1.48142, -0.74306], [1.29857, -0.32792, -1.90204], [2.80240, -0.70639, -1.05134], [2.43560, 0.96759, -1.48508], [-2.20723, -0.33613, -0.90915], [-0.35501, -1.33617, 0.30179], [-1.45185, -0.48607, 0.27558], [0.04279, -1.86528, 1.48209], [1.01106, -1.77394, 1.51402], [-2.77676, -1.14070, -1.15224], [-2.78278, 0.49932, -0.90884], [-0.01277, -1.83496, -0.59985], [-1.90938, -0.22662, 1.22840]], "homo_ev": [-6.91, -6.91], "largest_force_ev_per_a": 5.1, "energy_ev": -10841.0191, "lumo_energy_ev": [0.9, 0.9], "charge": 0, "homo_lumo_gap_ev": [7.9, 7.9]}